Formula: C7H6
Source: the OMol25 dataset
Level of theory: ωB97M-V/def2-TZVPD

Structure (XYZ):
```
13
C7H6 ωB97M-V/def2-TZVPD
C -0.254 -1.143 -0.483
C 1.106 -0.832 0.008
C 2.209 -0.364 0.500
C -0.932 0.226 -0.414
C -1.332 -0.862 0.483
C 0.081 1.308 0.137
C 1.406 0.789 -0.208
H -0.226 -1.717 -1.393
H -2.242 -1.180 0.118
H -1.271 -0.826 1.558
H -0.014 2.386 -0.294
H -0.103 1.179 1.236
H 1.573 1.037 -1.248
```

Computed properties:
charge = 0
energy above the lowest of the compared OMol25 structures with the same formula, charge and spin = 143.2 kcal/mol
E = -7347.2880 eV
gap between HOMO and LUMO (alpha / beta) = 8.249 / 7.339 eV